[1]
Entry from OMol25: a cluster of 2 separate species, C15H26BClFN3O8P in total (wB97M-V/def2-TZVPD).

The geometry in XYZ format:
```
56
Properties=species:S:1:pos:R:3:forces:R:3
C 0.9373 -2.0653 -2.1007 -0.200 -0.050 -0.019
P -2.1098 1.4527 3.1299 -0.272 0.294 -0.264
O -1.8432 1.8980 4.6314 0.090 0.145 -0.073
H 1.0620 3.9625 3.3928 0.191 -0.096 0.273
H 5.1140 -1.4241 -0.3503 -0.084 -0.088 -0.050
H -0.5554 3.7177 3.3748 -0.134 -0.165 0.332
C 2.1234 0.9332 1.3851 0.091 -0.601 -0.317
C -2.3330 0.0548 0.2413 0.105 0.140 -0.242
H 4.6141 0.7057 2.4900 -0.009 0.376 0.142
H 0.0497 -0.2706 -1.3112 -0.178 0.045 -0.039
C 1.0067 -0.7818 -1.2967 0.351 0.102 -0.053
H -2.5824 2.0661 -0.0767 0.131 0.071 0.298
H -2.5811 -0.5577 -0.6225 -0.056 -0.208 0.018
H -3.2428 0.1393 0.8304 0.051 0.173 0.085
O -3.1137 -1.1792 -3.0482 0.001 0.024 0.086
H -4.5601 -0.2233 -4.1635 -0.003 -0.019 -0.015
H 1.7352 -0.1185 -1.7569 -0.014 0.122 -0.003
C -4.4655 -0.7194 -3.1972 -0.071 0.000 -0.033
H -5.5184 -2.2906 -2.1072 0.012 0.006 0.010
F 2.7490 2.8565 2.5189 0.076 0.113 0.085
O -2.9159 2.3876 2.3432 0.043 -0.080 0.183
H -1.6709 -1.1706 1.9371 -0.126 -0.075 -0.067
H 2.5128 -1.2400 0.1654 0.110 0.142 0.126
C -0.4533 1.2291 2.4077 -0.023 0.097 0.654
H -0.8902 -1.5236 0.4392 0.281 -0.004 -0.052
H -1.7266 1.3348 -1.2242 0.137 0.014 -0.029
H 6.6139 -0.5206 -0.1882 -0.007 -0.042 0.129
C 1.8132 1.9512 2.2099 -0.117 0.276 0.273
H -6.1417 -2.0234 -3.7492 0.054 -0.071 -0.088
C 5.7669 -0.7073 -0.8428 0.238 0.200 0.062
C 0.5301 2.1667 2.7379 0.003 0.329 0.142
C -0.1544 0.2110 1.5148 0.347 -0.351 -0.119
H -2.3183 2.7237 4.8061 0.021 -0.056 0.238
N 1.1127 0.0653 1.0489 0.048 0.098 -0.036
O 3.7202 0.6465 -0.5361 0.234 0.251 0.053
O -2.7648 0.0259 3.3273 -0.008 -0.153 -0.006
H 6.1537 -1.1571 -1.7530 -0.034 -0.098 -0.044
H 0.0149 -2.6111 -1.9133 0.007 -0.112 0.078
H 5.5974 1.4656 -0.8774 0.027 0.041 0.130
C 5.0277 0.5856 -1.1618 -0.097 -0.071 -0.309
O -4.3016 -2.9669 -3.6244 -0.049 -0.047 -0.004
O 4.7042 1.0195 1.5860 0.077 -0.507 -0.134
H -4.7114 -0.0178 -2.4041 0.101 -0.027 0.056
H 4.8306 0.6574 -2.2269 -0.122 0.021 -0.036
C 1.4484 -1.0525 0.1333 -0.544 -0.353 -0.016
N -1.8591 1.3713 -0.2204 -0.369 -0.217 -0.366
Cl 0.9394 -1.7074 -3.8338 0.095 0.099 -0.211
N 0.3387 3.2673 3.5295 -0.070 0.297 -0.915
C -1.2438 -0.7099 1.0542 -0.006 -0.116 -0.255
C -5.2508 -2.0170 -3.1289 -0.032 0.090 0.035
H 0.9714 -1.9428 0.5320 -0.007 -0.098 0.042
C -3.0581 -2.4821 -3.4443 -0.118 0.081 -0.101
H -2.4758 -0.4454 4.1192 -0.097 0.047 0.118
H 1.7877 -2.7133 -1.9036 0.058 -0.036 0.028
B 3.6220 0.8365 0.7869 -0.220 0.065 0.023
O -2.0552 -3.0925 -3.6096 0.086 -0.016 0.197
```
Positions in Å, forces in eV/Å.

Results
spin multiplicity = 1
E = -62032.140 eV
net charge = +1
HOMO = -12.6 eV
gap between HOMO and LUMO = 0.332 hartree

Atom charges from the natural (NBO) analysis, given in e for atoms 1 to 6: -0.382, 2.368, -0.986, 0.408, 0.208, 0.400

[2]
Entry from OMol25: the molecule C4H7NO (wB97M-V/def2-TZVPD).

The geometry in XYZ format:
```
13
Properties=species:S:1:pos:R:3:forces:R:3
H -1.5582 -1.3426 -0.1224 0.033 0.067 0.108
C 0.7403 0.1739 -1.6812 -0.024 -0.065 0.077
O -0.3915 0.6319 -1.9124 0.200 -0.054 0.074
H 1.3787 -0.1385 -2.5254 -0.047 0.042 0.083
H 1.1286 1.7904 0.5946 -0.021 -0.156 -0.002
N 1.3202 -0.0667 -0.5130 -0.047 -0.024 -0.365
C -0.4953 0.4010 0.4493 -0.038 -0.042 0.042
H -0.3126 -1.6302 1.1260 -0.095 0.114 -0.046
H 1.3336 0.2688 1.5514 -0.040 0.068 -0.123
C 0.8837 0.7271 0.6686 -0.182 0.139 0.223
H -1.1825 1.1518 0.0800 0.104 -0.081 0.052
C -1.0660 -0.9285 0.7639 0.097 0.000 -0.040
H -1.8460 -0.7892 1.5245 0.059 -0.009 -0.082
```
Positions in Å, forces in eV/Å.

Results
spin multiplicity = 1
E = -7796.191 eV
HOMO = -8.9 eV
gap between HOMO and LUMO = 0.316 hartree

Atom charges from the natural (NBO) analysis, given in e for atoms 1 to 6: 0.258, 0.463, -0.661, 0.152, 0.211, -0.536

[3]
Entry from OMol25: a structure of composition C27H21FN5SY (wB97M-V/def2-TZVPD).

The geometry in XYZ format:
```
56
Properties=species:S:1:pos:R:3:forces:R:3
C 4.2163 -3.9140 5.5458 -0.044 0.027 0.020
H 4.8618 -4.0784 7.5884 -0.039 0.021 -0.030
C -3.1082 1.1348 2.5869 -0.007 0.012 0.038
C -5.7830 0.1051 0.5540 -0.103 -0.053 0.162
H -5.4276 -1.9514 1.0507 0.005 -0.007 -0.005
N 0.0876 -0.2358 2.7819 -0.170 -0.297 0.325
H 2.0820 -0.9262 6.7339 0.060 -0.072 -0.007
H -2.2165 0.4657 -2.6342 0.017 0.017 -0.025
C -0.2117 3.0523 -0.1638 0.096 0.300 -0.094
H 3.4798 -2.1714 8.3520 -0.001 0.012 -0.020
C 0.9931 5.1055 -0.7699 0.037 0.008 -0.032
Y -0.5750 0.7459 -0.1919 -0.168 -0.705 0.434
H -1.9397 3.4272 1.0946 0.022 0.026 -0.010
H -2.1916 2.2681 6.1524 0.003 -0.031 -0.032
H -5.8683 2.1396 -0.1179 0.022 -0.007 0.004
H 1.5698 3.1678 -1.3906 0.001 0.003 0.001
C 4.2434 -3.5373 6.8830 0.007 -0.007 0.008
C -4.0744 1.7114 3.3980 -0.040 0.018 -0.016
H 1.8051 5.6083 -1.2804 -0.026 -0.002 0.023
C -5.3118 1.2111 -0.1489 0.050 0.130 -0.067
H 4.8048 -4.7583 5.2123 0.011 0.011 -0.019
C -3.9030 -1.1772 -0.2395 0.005 0.026 0.167
C 1.0195 -0.9642 2.1242 0.364 -0.149 0.170
C -0.9759 5.2532 0.6207 -0.063 0.012 0.054
H -3.3552 0.8134 1.5868 -0.086 -0.059 -0.098
C -2.4541 1.9336 5.1561 -0.034 0.021 -0.014
C -1.4905 1.3492 4.3542 0.134 -0.030 -0.039
F 0.2158 7.1813 0.0069 0.011 0.117 0.003
C -4.1408 1.1250 -0.8796 -0.024 0.009 0.094
C 2.6843 -1.7697 6.4075 -0.065 0.079 -0.015
N 1.8905 -1.6183 2.9051 -0.239 0.341 -0.272
C -3.7526 2.1072 4.6862 0.022 -0.009 0.043
H -3.3614 -2.1155 -0.2827 -0.035 0.008 0.005
H -5.0832 1.8433 3.0276 0.020 -0.018 -0.025
C 2.6724 -2.1494 5.0691 -0.013 0.007 -0.017
N -7.9381 0.3018 1.9808 0.142 -0.007 -0.042
C 3.4707 -2.4663 7.3107 -0.004 -0.018 -0.018
S 1.2066 -1.1950 0.4011 -0.354 0.392 -0.159
C -6.9812 0.2062 1.3479 0.033 -0.001 -0.109
C 3.4309 -3.2295 4.6326 0.014 0.006 -0.123
C -2.1621 -0.1494 -1.7331 -0.139 0.113 -0.131
C 0.0769 5.8422 -0.0476 -0.014 -0.101 0.001
H -4.5096 2.5498 5.3223 0.055 0.000 -0.032
H -0.4754 1.2314 4.7050 -0.012 0.017 0.031
C -3.4062 -0.0737 -0.9564 0.026 -0.015 -0.299
C 0.8337 3.7264 -0.8167 -0.016 0.004 0.018
C -5.0641 -1.0910 0.5044 0.052 -0.036 -0.001
N 1.8629 -1.4156 4.1812 0.092 -0.220 0.229
C -1.8221 0.9317 3.0657 -0.065 0.135 -0.095
H 1.1706 -0.7772 4.5567 -0.062 0.087 0.025
H -1.9070 -1.1746 -1.9999 0.047 -0.057 -0.024
H -1.6750 5.8681 1.1753 0.048 -0.018 -0.022
H -3.7826 1.9954 -1.4180 -0.037 0.010 -0.038
C -1.1018 3.8705 0.5547 -0.014 -0.083 -0.044
H 3.3926 -3.5145 3.5886 0.034 0.004 0.090
N -0.8946 0.3088 2.1775 0.440 0.031 0.029
```
Positions in Å, forces in eV/Å.

Results
spin multiplicity = 1
E = -50384.187 eV
HOMO (alpha / beta) = -7.8 / -7.9 eV
gap between HOMO and LUMO (alpha / beta) = 0.223 / 0.226 hartree

Atom charges from the natural (NBO) analysis, given in e for atoms 1 to 6: -0.185, 0.219, -0.167, -0.176, 0.229, -0.223

Copy entry 2 word for word.
Entry from OMol25: the molecule C4H7NO (wB97M-V/def2-TZVPD).

The geometry in XYZ format:
```
13
Properties=species:S:1:pos:R:3:forces:R:3
H -1.5582 -1.3426 -0.1224 0.033 0.067 0.108
C 0.7403 0.1739 -1.6812 -0.024 -0.065 0.077
O -0.3915 0.6319 -1.9124 0.200 -0.054 0.074
H 1.3787 -0.1385 -2.5254 -0.047 0.042 0.083
H 1.1286 1.7904 0.5946 -0.021 -0.156 -0.002
N 1.3202 -0.0667 -0.5130 -0.047 -0.024 -0.365
C -0.4953 0.4010 0.4493 -0.038 -0.042 0.042
H -0.3126 -1.6302 1.1260 -0.095 0.114 -0.046
H 1.3336 0.2688 1.5514 -0.040 0.068 -0.123
C 0.8837 0.7271 0.6686 -0.182 0.139 0.223
H -1.1825 1.1518 0.0800 0.104 -0.081 0.052
C -1.0660 -0.9285 0.7639 0.097 0.000 -0.040
H -1.8460 -0.7892 1.5245 0.059 -0.009 -0.082
```
Positions in Å, forces in eV/Å.

Results
spin multiplicity = 1
E = -7796.191 eV
HOMO = -8.9 eV
gap between HOMO and LUMO = 0.316 hartree

Atom charges from the natural (NBO) analysis, given in e for atoms 1 to 6: 0.258, 0.463, -0.661, 0.152, 0.211, -0.536